# C36H60F10N4O3S

A 4-piece molecular cluster, C36H60F10N4O3S overall at a distorted geometry (the ωB97M-V functional and the def2-TZVPD basis, OMol25).

Geometry (Å):
1 F 1.638 -1.151 -1.717
2 C 0.413 -0.327 -2.037
3 F -0.335 -0.072 -0.771
4 F 0.898 1.006 -2.516
5 C -0.520 -1.036 -3.217
6 F -1.427 -0.051 -3.897
7 F 0.462 -1.453 -4.286
8 C -1.281 -2.395 -2.706
9 C -2.948 -2.275 -2.736
10 C -3.462 -1.538 -1.364
11 C -5.116 -1.293 -1.322
12 N -5.671 -2.120 -2.502
13 C -6.911 -2.662 -2.139
14 S -8.638 -2.709 -1.986
15 C -5.489 0.294 -1.496
16 F -5.233 1.107 -0.248
17 F -6.965 0.483 -1.762
18 C -4.716 1.069 -2.714
19 F -3.352 1.566 -2.372
20 F -5.527 2.315 -2.986
21 F -4.744 0.317 -4.024
22 H -0.943 -2.775 -1.652
23 H -1.030 -3.240 -3.508
24 H -3.360 -3.384 -2.738
25 H -3.305 -1.780 -3.734
26 H -3.262 -2.317 -0.481
27 H -2.850 -0.580 -1.079
28 C 4.567 1.960 -0.972
29 C 4.185 1.926 0.536
30 C 2.648 2.085 0.661
31 C 2.179 3.491 0.295
32 C 2.920 4.553 1.097
33 C 4.468 4.389 1.136
34 N 4.925 2.976 1.311
35 O 4.795 2.663 2.678
36 C 5.112 4.967 -0.151
37 C 4.996 5.360 2.253
38 C 4.603 0.483 0.967
39 H 4.257 1.033 -1.473
40 H 4.078 2.754 -1.535
41 H 5.648 2.053 -1.106
42 H 2.322 1.855 1.683
43 H 2.138 1.359 0.013
44 H 2.301 3.676 -0.776
45 H 1.102 3.574 0.492
46 H 2.654 5.543 0.699
47 H 2.524 4.527 2.122
48 H 6.197 4.799 -0.156
49 H 4.960 6.053 -0.223
50 H 4.702 4.562 -1.074
51 H 4.516 5.183 3.223
52 H 4.788 6.409 1.999
53 H 6.080 5.265 2.382
54 H 5.676 0.323 0.798
55 H 4.062 -0.272 0.384
56 H 4.389 0.264 2.018
57 C -2.174 -8.790 -4.817
58 C -3.237 -7.711 -4.464
59 C -4.646 -8.290 -4.751
60 C -4.913 -8.454 -6.246
61 C -4.677 -7.151 -7.000
62 C -3.338 -6.429 -6.668
63 N -2.989 -6.434 -5.214
64 O -3.757 -5.427 -4.599
65 C -2.165 -7.058 -7.465
66 C -3.439 -4.986 -7.283
67 C -3.046 -7.526 -2.924
68 H -2.182 -9.600 -4.075
69 H -2.349 -9.288 -5.770
70 H -1.166 -8.368 -4.824
71 H -5.421 -7.643 -4.320
72 H -4.762 -9.266 -4.261
73 H -4.292 -9.249 -6.668
74 H -5.952 -8.774 -6.394
75 H -4.740 -7.354 -8.079
76 H -5.519 -6.482 -6.772
77 H -1.210 -6.593 -7.189
78 H -2.289 -6.907 -8.547
79 H -2.068 -8.134 -7.339
80 H -4.324 -4.443 -6.931
81 H -3.523 -5.025 -8.377
82 H -2.551 -4.390 -7.044
83 H -2.022 -7.202 -2.696
84 H -3.220 -8.469 -2.392
85 H -3.737 -6.799 -2.484
86 C 0.966 4.429 8.800
87 C 1.683 5.644 8.144
88 C 0.869 6.086 6.901
89 C 0.954 5.075 5.761
90 C 2.401 4.760 5.401
91 C 3.325 4.435 6.611
92 N 3.107 5.318 7.798
93 O 3.767 6.534 7.539
94 C 3.154 2.957 7.050
95 C 4.801 4.467 6.072
96 C 1.591 6.741 9.253
97 H 0.044 4.747 9.304
98 H 0.645 3.668 8.090
99 H 1.599 3.955 9.555
100 H 1.222 7.061 6.540
101 H -0.187 6.230 7.170
102 H 0.422 4.153 6.016
103 H 0.442 5.481 4.879
104 H 2.411 3.928 4.683
105 H 2.801 5.628 4.859
106 H 3.758 2.740 7.940
107 H 3.488 2.265 6.264
108 H 2.125 2.672 7.260
109 H 5.047 5.415 5.580
110 H 4.966 3.684 5.319
111 H 5.523 4.300 6.879
112 H 2.086 6.405 10.173
113 H 0.546 6.960 9.502
114 H 2.037 7.696 8.958

Properties
**Orbital gap (spin up / spin down)**: 3.021 / 5.545 eV
**E_HOMO (spin up / spin down)**: -2.12 / -4.66 eV
**LUMO (spin up / spin down)**: 0.90 / 0.88 eV
**Charge**: -1
**2S+1**: 4
**Total energy**: -3248.75582 Ha

Atomic partial charges in e from the Löwdin method, atoms 1 to 99:
1 F 0.005
2 C -0.138
3 F 0.020
4 F 0.010
5 C -0.167
6 F 0.001
7 F -0.037
8 C -0.081
9 C -0.191
10 C -0.161
11 C -0.093
12 N -0.077
13 C -0.710
14 S 0.264
15 C -0.165
16 F -0.040
17 F -0.029
18 C -0.132
19 F 0.012
20 F -0.011
21 F 0.015
22 H 0.133
23 H 0.137
24 H 0.110
25 H 0.112
26 H 0.122
27 H 0.095
28 C -0.041
29 C -0.469
30 C -0.129
31 C -0.180
32 C -0.130
33 C -0.467
34 N -0.019
35 O -0.041
36 C -0.046
37 C -0.041
38 C -0.042
39 H 0.086
40 H 0.057
41 H 0.090
42 H 0.125
43 H 0.105
44 H 0.104
45 H 0.119
46 H 0.125
47 H 0.108
48 H 0.091
49 H 0.084
50 H 0.057
51 H 0.042
52 H 0.087
53 H 0.090
54 H 0.086
55 H 0.080
56 H 0.073
57 C -0.051
58 C -0.476
59 C -0.137
60 C -0.192
61 C -0.136
62 C -0.475
63 N -0.026
64 O -0.020
65 C -0.050
66 C -0.046
67 C -0.044
68 H 0.084
69 H 0.053
70 H 0.089
71 H 0.129
72 H 0.122
73 H 0.099
74 H 0.114
75 H 0.122
76 H 0.124
77 H 0.091
78 H 0.083
79 H 0.054
80 H 0.080
81 H 0.082
82 H 0.085
83 H 0.085
84 H 0.081
85 H 0.078
86 C -0.048
87 C -0.477
88 C -0.138
89 C -0.185
90 C -0.139
91 C -0.466
92 N -0.025
93 O -0.032
94 C -0.041
95 C -0.046
96 C -0.049
97 H 0.086
98 H 0.056
99 H 0.090